Density functional theory data (wB97M-V/def2-TZVPD) for a molecular structure, C6H20LiN4O6 at a distorted geometry.

The geometry in XYZ format:
```
37
Properties=species:S:1:pos:R:3:forces:R:3
Li -0.14699 0.79530 0.50366 -0.35 0.45 0.70
C -1.61171 -1.46627 -0.00061 -1.95 -1.13 -0.48
C -2.14022 -0.71149 -1.21335 1.82 1.18 -0.74
O -2.15159 0.72675 -1.06032 -0.48 -0.09 1.03
O -0.26331 -1.20570 0.31458 0.54 0.98 0.12
H -1.63639 -2.51884 -0.28271 -0.42 -0.08 -0.16
H -2.16070 -1.34965 0.93379 -0.59 0.32 -0.24
H -3.06586 -1.05804 -1.67291 0.03 -0.40 0.62
H -1.35909 -0.75628 -1.97225 -0.14 -1.17 -0.20
H -2.89926 1.04938 -1.56876 0.04 0.31 0.16
H -0.11760 -1.81767 1.03974 0.69 0.11 0.15
C 1.52290 2.17528 -1.13637 -0.56 0.20 -0.24
C 2.62853 1.33033 -0.48227 -1.04 0.65 0.16
O 1.96879 0.56581 0.51475 0.12 -0.73 -0.07
O 0.37385 2.53307 -0.27434 1.95 -0.06 -0.56
H 1.03302 1.62193 -1.93757 0.33 -0.39 -0.03
H 2.01315 3.01247 -1.63322 -0.34 0.41 0.27
H 3.44979 1.83149 0.03005 -0.12 0.66 -0.42
H 3.03013 0.76610 -1.32397 0.19 -0.48 0.20
H 2.65504 0.23472 1.09873 -0.22 -0.26 0.22
H 0.27893 3.48729 -0.31962 -0.25 -0.01 0.27
C -1.26145 1.22533 3.64396 -1.52 -0.89 -3.60
O -1.20479 1.30018 2.42347 0.68 -0.17 -1.93
N -0.42790 1.69951 4.45384 6.21 3.63 3.76
N -2.21987 0.64615 4.27669 -4.05 -2.66 2.06
H 0.37353 2.22488 4.13479 -0.29 -0.06 -0.20
H -0.45785 1.61134 5.45954 -0.23 -0.11 -0.36
H -2.83909 -0.01588 3.83130 0.07 0.39 0.06
H -2.15752 0.64937 5.28476 -0.55 -0.38 -0.30
C 0.61319 -2.52773 -2.71249 1.23 -0.18 -2.67
O -0.47494 -2.93113 -2.55619 -4.30 -1.40 1.62
N 1.37785 -2.92460 -3.72220 2.20 -1.57 -4.13
N 1.25194 -1.57895 -2.08742 1.26 2.98 3.16
H 2.00154 -2.25093 -4.14326 0.21 0.14 0.59
H 0.96972 -3.38525 -4.52303 -0.57 -0.54 0.62
H 2.25486 -1.69824 -2.08896 -0.16 0.34 0.30
H 0.79929 -1.29007 -1.23199 0.54 0.01 0.26
```
Positions in Å, forces in eV/Å.

The gap between HOMO and LUMO comes out at 9.754 eV. For the molar mass, the calculation gives 251.189 Da. The relative energy (zero: lowest compared OMol25 entry of this formula, charge and spin) comes out at 245.8 kJ/mol. As for the net charge: +1. Its HOMO energy is -12.336 eV. Its total energy is -918.479982 Eh. The lowest unoccupied orbital energy is -2.582 eV.

These are the natural (NBO) partial charges, in e, on atoms 1 to 8:
1 Li 0.8932
2 C -0.1171
3 C -0.1090
4 O -0.7573
5 O -0.7667
6 H 0.2190
7 H 0.1793
8 H 0.2127

Density functional theory data (wB97M-V/def2-TZVPD) for a molecular structure, C36H38O2P2Sn at a distorted geometry.

The geometry in XYZ format:
```
79
Properties=species:S:1:pos:R:3:forces:R:3
Sn 1.91009 -1.70664 5.36830 0.43 0.67 0.22
C -2.53145 0.05534 6.84937 0.22 1.69 4.86
C -2.73169 -0.19463 5.55792 -0.40 -0.57 -4.85
C -2.96621 0.79847 4.44956 -0.67 -0.92 -0.28
C -1.71765 1.44003 3.79835 0.18 0.31 -0.27
C -0.66562 2.00623 4.70431 0.46 -0.08 0.47
C -0.83561 2.43412 5.95858 0.51 0.21 -0.22
C -2.15188 2.61621 6.64611 -0.42 -0.10 0.63
C -2.55004 1.39308 7.51438 0.73 0.20 -0.99
C 3.04397 0.16175 5.55537 0.41 -0.64 -0.47
H -2.50425 -0.77137 7.56210 0.14 -0.03 -0.30
H -2.80029 -1.24257 5.21301 0.20 0.49 0.47
H -3.68874 1.57630 4.73516 0.26 -0.22 0.20
H -3.44697 0.20657 3.64987 0.07 0.40 0.27
H -1.26057 0.67655 3.15087 -0.07 0.21 0.21
H -2.05601 2.24401 3.12500 -0.10 -0.35 0.05
H 0.33002 2.06363 4.24260 -0.33 -0.11 0.35
H 0.02305 2.75214 6.57111 -0.27 -0.18 -0.59
H -2.96763 2.87434 5.95691 0.36 0.07 0.19
H -2.04621 3.46519 7.34762 -0.19 -0.37 -0.37
H -1.90187 1.37996 8.40055 -0.24 -0.36 -0.01
H -3.57992 1.55344 7.85649 -0.21 -0.28 0.36
H 3.67094 0.23692 6.46957 -0.42 -0.10 -0.55
H 2.32510 0.99218 5.52372 0.20 -0.23 0.04
H 3.67962 0.15871 4.65897 0.11 0.49 0.33
P 0.08195 -2.26596 -3.27016 -1.14 -0.11 -0.12
P 2.03466 0.40306 -3.54062 -0.38 1.62 -1.15
C -0.51890 -0.67432 -3.89192 0.91 1.79 -0.07
C 0.28910 0.41161 -4.02179 -1.44 -1.65 -0.12
C -0.77033 -3.44036 -4.41536 0.68 -0.47 -0.21
C -1.94736 -3.13504 -5.11527 -0.05 -0.21 -0.05
C -2.56596 -4.10590 -5.91443 0.21 0.05 0.18
C -2.00242 -5.37830 -6.04240 0.22 0.14 0.25
C -0.80349 -5.67739 -5.37892 -0.16 0.09 -0.03
C -0.18200 -4.71448 -4.58286 -0.34 0.26 0.08
C -0.91095 -2.40447 -1.72206 0.35 0.24 0.20
C -0.54879 -1.53385 -0.67448 -0.27 -0.20 -0.02
C -1.27617 -1.53215 0.51497 -0.11 -0.14 -0.18
C -2.37513 -2.39033 0.66517 0.24 0.03 -0.30
C -2.72728 -3.26264 -0.37109 0.15 0.15 0.07
C -1.98798 -3.28374 -1.55735 0.00 0.05 0.11
C 2.70475 1.17855 -5.09953 0.16 -0.70 -0.08
C 2.65368 0.38927 -6.26900 -0.02 0.19 -0.07
C 3.01583 0.93010 -7.50441 -0.09 -0.05 0.11
C 3.44172 2.26165 -7.59572 -0.06 -0.13 0.31
C 3.52096 3.04037 -6.43667 -0.14 -0.28 0.20
C 3.17129 2.49717 -5.19145 0.12 0.25 -0.05
C 2.09737 1.82399 -2.38314 0.49 -0.47 0.70
C 3.23417 1.91075 -1.55305 -0.27 0.20 -0.25
C 3.40080 3.00979 -0.71274 -0.12 0.08 0.00
C 2.42927 4.01976 -0.67633 0.09 -0.29 -0.14
C 1.28564 3.91524 -1.47276 0.07 -0.21 0.00
C 1.10500 2.80786 -2.30812 0.07 0.12 0.06
H -1.58892 -0.60335 -4.11949 0.40 0.11 0.02
H -0.07811 1.33633 -4.48857 0.07 -0.38 0.24
H -2.40436 -2.15044 -5.04015 0.04 -0.31 -0.02
H -3.49716 -3.86337 -6.43019 0.32 -0.06 0.15
H -2.49456 -6.13854 -6.65340 0.19 0.28 0.19
H -0.35868 -6.66989 -5.47810 -0.12 0.35 0.01
H 0.75504 -4.94478 -4.07109 -0.27 0.00 -0.16
H 0.29301 -0.85078 -0.80946 -0.18 -0.18 0.10
H -0.98902 -0.85904 1.32533 -0.08 -0.18 -0.26
H -2.95382 -2.37420 1.59009 0.14 -0.07 -0.28
H -3.58284 -3.92909 -0.25941 0.25 0.18 -0.02
H -2.26371 -3.96979 -2.35915 0.07 0.19 0.23
H 2.29383 -0.64098 -6.20993 0.17 0.25 -0.06
H 2.95792 0.31511 -8.40677 0.01 0.21 0.37
H 3.71062 2.68834 -8.56528 -0.08 -0.17 0.36
H 3.84960 4.07888 -6.49855 -0.09 -0.32 0.06
H 3.23500 3.12456 -4.30079 0.00 -0.19 -0.26
H 3.98667 1.12085 -1.59158 -0.13 0.26 0.05
H 4.29273 3.08183 -0.08798 -0.28 -0.01 -0.18
H 2.56681 4.88269 -0.02271 -0.05 -0.25 -0.22
H 0.52716 4.69823 -1.44816 0.20 -0.22 0.00
H 0.20025 2.72752 -2.90916 0.26 0.13 0.17
O 0.24434 0.15249 8.79164 0.25 -0.88 -1.02
C 0.77782 -0.74624 8.16486 -0.08 0.22 0.16
O 0.78444 -0.86036 6.83379 -0.91 0.01 1.50
H 1.30638 -1.57620 8.69991 -0.21 0.46 -0.29
```
Positions in Å, forces in eV/Å.

The gap between HOMO and LUMO (spin up / spin down) comes out at 4.601 / 3.621 eV. For the molar mass, the calculation gives 683.357 Da. The relative energy (zero: lowest compared OMol25 entry of this formula, charge and spin) comes out at 0.0 kJ/mol. As for the net charge: +2. Its HOMO energy (spin up / spin down) is -12.943 / -13.047 eV. Its total energy is -2441.338316 Eh. The lowest unoccupied orbital energy (spin up / spin down) is -8.343 / -9.426 eV.

These are the Mulliken partial charges, in e, on atoms 1 to 8:
1 Sn 0.7408
2 C -0.3344
3 C -0.0069
4 C -0.9407
5 C 0.0563
6 C -0.4371
7 C -0.2971
8 C -0.9283

Density functional theory data (wB97M-V/def2-TZVPD) for a molecular structure, C21H45N2OP3RuS at a distorted geometry.

The geometry in XYZ format:
```
74
Properties=species:S:1:pos:R:3:forces:R:3
Ru 0.03509 0.47275 -0.24669 -1.55 -3.16 0.85
P 0.86868 2.09188 1.05735 1.40 1.85 1.71
P -1.70287 1.61261 -1.02227 -1.92 1.60 -0.94
P 1.29788 0.81387 -2.11361 1.31 0.56 -2.00
H 2.49346 -6.52578 0.49485 0.32 0.11 -0.13
C 3.39547 -5.98246 0.19030 -1.73 -2.16 -2.59
C 4.07475 -5.22857 1.06372 2.17 2.26 2.00
H 3.70646 -5.06603 2.07740 0.08 0.06 -0.17
C 0.40480 1.92735 2.80899 -0.12 -0.13 0.23
C 0.52778 3.84341 0.67455 -0.13 0.11 -0.15
C 2.68378 1.91458 1.09651 0.03 -0.14 -0.12
C -2.78559 0.48254 -1.96175 0.34 -0.61 0.13
C -2.80957 2.33196 0.24856 0.00 -0.21 0.49
C -1.50217 3.01296 -2.18971 0.46 0.10 -0.02
C 2.89197 -0.05720 -2.11127 -0.02 -0.61 0.53
C 1.90489 2.49670 -2.54262 -0.15 0.22 0.18
C 0.54871 0.20762 -3.67431 -0.34 -0.04 0.09
H 3.73153 -6.10627 -0.85243 -0.17 0.02 0.58
H 5.04837 -4.78700 0.79669 -0.38 -0.46 0.29
H 0.51502 0.88691 3.14425 0.16 0.32 -0.16
H -0.63431 2.23767 2.97143 0.20 0.04 -0.09
H 1.07053 2.57455 3.39340 -0.20 -0.05 -0.05
H -0.53545 4.07653 0.80359 0.21 -0.07 0.04
H 0.81499 4.11970 -0.34409 -0.03 -0.09 0.23
H 1.10352 4.46500 1.37304 -0.07 -0.16 -0.07
H 2.95797 0.84776 1.06341 -0.09 0.37 0.11
H 3.03615 2.34035 2.04638 0.03 -0.06 -0.30
H 3.15154 2.44622 0.25636 -0.11 -0.14 0.25
H -3.73261 0.98090 -2.21614 0.31 0.06 0.12
H -2.99646 -0.40786 -1.35718 -0.02 0.20 -0.29
H -2.27920 0.16917 -2.88334 -0.20 0.08 0.18
H -3.31127 3.22450 -0.15023 0.19 -0.29 0.03
H -2.25248 2.61358 1.15276 -0.19 -0.02 -0.22
H -3.56856 1.58595 0.52632 0.33 0.37 -0.14
H -1.86085 2.72123 -3.18425 0.06 0.03 0.20
H -0.45848 3.32798 -2.27949 -0.30 0.02 0.03
H -2.08959 3.87520 -1.84467 0.17 -0.30 -0.12
H 3.56525 0.31197 -2.89411 -0.33 0.07 0.12
H 2.69627 -1.11673 -2.30358 0.06 0.24 0.07
H 3.38614 0.03841 -1.13845 0.02 0.00 -0.21
H 2.93048 2.42451 -2.92942 -0.33 -0.05 0.09
H 1.92935 3.14204 -1.65850 0.03 -0.04 -0.34
H 1.28304 2.94707 -3.32281 0.13 0.00 0.20
H 1.33058 -0.12007 -4.37353 -0.11 0.23 0.22
H -0.03131 1.00546 -4.15552 0.08 -0.22 0.09
H -0.10647 -0.64922 -3.46984 0.16 0.20 -0.13
C 2.01596 -2.30419 0.48264 -0.10 1.14 0.69
C 1.15770 -3.13407 -0.32499 -0.43 0.37 -0.44
C 1.62138 -3.60125 -1.53966 -0.55 -0.27 0.29
C 2.97374 -3.43945 -1.89030 -0.18 -0.39 -0.62
C 3.88858 -2.92222 -0.95210 0.58 -0.42 0.89
C 3.43912 -2.46012 0.26793 0.15 0.27 0.23
O 1.58056 -1.35923 1.22928 0.60 -1.17 -1.20
H 0.33500 -0.89605 -1.09345 -0.01 -0.02 0.04
H 0.11463 -3.21202 -0.02084 0.17 -0.09 -0.19
H 0.91463 -4.09215 -2.21785 0.41 0.13 0.17
H 3.31612 -3.73607 -2.88709 -0.08 0.04 0.38
H 4.96131 -2.90312 -1.14955 -0.26 0.02 -0.19
H 4.10252 -2.05138 1.02859 0.00 0.05 -0.25
S -1.07732 -0.84508 1.59729 1.47 0.24 -1.13
C -2.63733 -0.36406 2.08199 -2.78 0.67 0.62
N -2.83611 0.18790 3.28354 1.03 0.05 -1.43
C -4.09630 0.87675 3.58128 -0.25 0.08 0.20
C -5.25356 -0.02176 3.20658 -0.47 -0.26 0.41
C -5.08702 -0.65374 1.83303 -0.92 0.00 -0.46
N -3.71960 -0.55109 1.28340 1.55 -0.89 0.60
H -1.98631 0.39110 3.80075 -0.39 -0.03 0.22
H -4.16342 1.83029 3.03406 0.27 -0.24 0.07
H -4.09856 1.09470 4.64325 -0.06 0.07 0.09
H -6.18596 0.55898 3.22258 0.31 -0.16 0.06
H -5.37076 -0.81713 3.94851 0.13 0.20 -0.01
H -5.76870 -0.16961 1.12439 0.26 -0.14 -0.03
H -5.36543 -1.71552 1.86982 0.14 0.26 -0.06
H -3.50204 -1.21413 0.53686 -0.37 0.38 0.18
```
Positions in Å, forces in eV/Å.

The gap between HOMO and LUMO (spin up / spin down) comes out at 7.838 / 5.038 eV. Its spin multiplicity is 5. For the molar mass, the calculation gives 567.663 Da. The relative energy (zero: lowest compared OMol25 entry of this formula, charge and spin) comes out at 117.8 kJ/mol. As for the net charge: +4. Its HOMO energy (spin up / spin down) is -20.022 / -20.326 eV. Its total energy is -2527.458469 Eh. Its expectation value of S² is 6.052. The lowest unoccupied orbital energy (spin up / spin down) is -12.184 / -15.288 eV.

These are the Mulliken partial charges, in e, on atoms 1 to 8:
1 Ru -0.0020
2 P 0.7661
3 P 1.0830
4 P 1.0612
5 H 0.3250
6 C -0.2524
7 C -0.1714
8 H 0.3294

Which of these has the lowest net charge?
C6H20LiN4O6

Among the records above, which one has the highest total energy?
C6H20LiN4O6